(1)
{"formula": "C30H53N2O9S4", "method": "the ωB97M-V functional and the def2-TZVPD basis", "elements": ["C", "H", "O", "C", "H", "H", "H", "H", "H", "C", "H", "C", "H", "H", "H", "C", "H", "H", "C", "C", "H", "S", "H", "H", "H", "O", "S", "H", "H", "H", "C", "H", "H", "C", "C", "C", "C", "C", "H", "C", "C", "N", "C", "H", "H", "H", "H", "H", "C", "S", "H", "H", "C", "H", "H", "C", "H", "H", "C", "H", "C", "H", "C", "H", "O", "O", "H", "C", "C", "O", "H", "H", "H", "S", "O", "H", "H", "C", "H", "O", "H", "H", "N", "O", "C", "H", "H", "H", "C", "H", "H", "C", "C", "O", "H", "C", "H", "H"], "xyz": [[1.0608, -0.5139, 1.6990], [2.2068, 2.1379, 7.8712], [1.4334, 4.6954, 8.3959], [-5.4215, -1.7155, 1.6540], [-1.3583, -0.2542, 4.4467], [2.9656, -0.9059, -4.5280], [0.0521, 0.6075, 8.1880], [3.1808, 6.8637, 2.2412], [1.0600, -0.6132, 0.5229], [3.3821, 5.0685, 1.0141], [-3.3470, -2.7433, 0.1014], [2.1232, -1.2649, -5.1313], [-0.4958, -3.9531, -0.8647], [-3.2808, 0.0957, 0.2091], [1.7004, -2.9149, -6.4543], [-4.2378, -0.1186, 3.6089], [1.2213, 1.8410, 6.4044], [0.4259, 0.5015, 4.0620], [0.0913, 1.6988, 8.2518], [-4.1100, -0.7921, 2.1328], [0.2299, 1.9723, 9.3046], [1.2229, -2.9614, -3.3593], [-1.8488, 1.0335, 2.3642], [-1.1568, 4.3867, 8.4782], [1.8255, -1.2861, 2.1365], [0.0197, -3.7694, -3.3512], [0.8415, 4.0019, 7.2712], [-7.5883, -2.3378, 2.5914], [0.1339, -2.1844, -0.6985], [-0.9959, 0.6334, 0.7344], [-2.4305, -2.0117, 0.3110], [-0.8522, -0.8731, -10.7706], [0.7378, -0.6320, -3.5523], [-0.4192, -0.8718, 2.3422], [2.3802, -3.6422, -4.5378], [2.4459, -2.6476, -5.6956], [-0.9136, 3.8402, 7.5628], [1.2254, 2.2674, 7.4119], [3.4277, -2.6684, -6.1787], [-6.5126, -0.9947, 4.2790], [-0.3121, -0.4078, 3.9463], [-5.3147, -0.1851, 4.6362], [0.0892, -1.3967, -10.9774], [-0.5215, -2.7269, -9.3601], [2.4406, 0.5194, -9.4368], [0.2219, -1.3215, 4.4979], [3.3493, -3.7433, -4.0415], [-5.5087, -2.2403, 0.6126], [1.9976, 5.2235, 3.0461], [1.7865, 3.5597, 2.4305], [-0.0301, -1.9220, -11.9301], [2.9314, 3.0082, 0.4097], [3.2453, 5.7776, 2.3605], [4.1286, 5.5664, 2.9754], [2.1138, 5.1968, 4.1325], [-6.5970, -1.7274, 2.8303], [-3.0140, -4.2983, 1.7880], [-1.9155, -5.0443, 0.4090], [-1.1854, 2.3446, 7.7154], [0.9017, -3.5600, 0.4647], [-1.9197, -4.3695, 1.3808], [-1.4297, 1.9124, 6.7375], [-2.8653, -0.6241, 1.0669], [-2.0333, -1.7151, -0.7745], [1.0608, 4.4186, 5.9005], [0.5973, -1.2416, -7.4619], [-3.3056, 0.5656, 3.9149], [1.4702, 0.0438, -9.5891], [1.2326, -0.3846, -11.0295], [1.9415, -2.6297, -2.1470], [1.3992, 0.5760, 2.0393], [-0.0016, -1.6121, -4.8576], [-7.4060, -1.1043, 5.0504], [1.3813, -1.4734, -8.6586], [0.5632, 3.5061, 1.6579], [1.9400, -0.5348, -5.9251], [0.6691, 0.7001, -9.2362], [-1.2499, -2.8738, 1.0424], [4.0292, 3.1592, 1.8180], [2.0741, 2.6177, 3.4938], [-1.1619, -4.8875, 2.1425], [4.3592, 5.2499, 0.5569], [-0.7633, -2.3373, 2.3631], [-1.7096, -2.6184, 3.3153], [-1.5344, 0.1168, 1.6669], [2.6118, 5.4332, 0.3241], [1.1062, 5.7986, 2.7807], [0.9900, 0.4698, -11.6681], [0.3932, -2.3743, -9.8434], [-2.0388, 2.1638, 8.3764], [2.1328, -0.8642, -11.4321], [0.8959, -1.4543, -4.2522], [-0.0738, -3.1732, -0.0700], [2.7025, -2.0639, -8.6168], [0.9806, -3.2264, -10.1963], [3.1657, 3.5904, 1.3026], [2.0272, -4.6222, -4.8689], [-1.4627, 4.2648, 6.7185]], "forces_ev_per_angstrom": [[-0.1105, -0.6292, 0.1128], [-0.0607, 0.2005, -0.1307], [-0.0532, 0.0366, -0.5027], [0.4280, 3.2108, 5.5537], [2.1189, -0.2194, -1.0668], [-0.1015, -0.0592, 0.0277], [0.0265, 0.1670, 0.0059], [0.0104, -0.1726, 0.0536], [0.0262, 0.2683, 2.4268], [0.0358, 0.2034, -0.2132], [1.9056, 1.7527, 0.6472], [0.3703, 0.2699, 0.0482], [1.0506, 1.6650, 1.9093], [0.7613, -1.5370, 1.9488], [0.2982, 0.0138, 0.4473], [-0.9324, -1.0156, -1.2132], [0.0372, 0.1513, 0.0558], [-1.7828, -1.5432, -0.3843], [-0.0481, -0.1198, 0.2528], [-3.6772, -1.4386, 1.4649], [0.0284, -0.0557, -0.1219], [-0.1733, -0.0142, -0.1762], [0.8178, -2.2255, -1.3611], [0.1787, -0.0050, -0.1553], [-1.3340, 1.4696, -0.8681], [0.3364, 0.1403, 0.3695], [0.1878, -0.0959, -0.1373], [2.3492, 1.4325, 0.5930], [-0.1945, -2.2199, 1.6210], [-1.2286, -1.1205, 1.9370], [-0.0813, 0.2027, -0.7563], [0.1406, -0.0748, -0.0273], [-0.0419, -0.2159, 0.0787], [0.9754, 2.8789, 2.0915], [0.4650, -0.3678, -0.3158], [0.0770, -0.1476, -0.2244], [-0.7068, 0.0924, 0.0504], [0.1669, -0.5324, 0.0173], [-0.2191, -0.0392, 0.0671], [3.1344, -0.0457, -3.5416], [1.0611, -1.3095, 0.0794], [-0.6347, -2.7159, -4.8974], [-0.2783, 0.1029, -0.2521], [0.2793, 0.0014, 0.0858], [-0.0964, -0.1396, 0.1618], [-1.2351, 1.9825, -1.0222], [-0.2287, 0.0137, 0.0876], [0.0578, 1.1042, 2.3595], [0.1021, 0.6277, 0.3718], [0.0449, 0.0272, 0.3821], [-0.0045, 0.0689, 0.1815], [-0.0879, -0.0587, 0.2057], [0.2400, 0.1809, 0.0116], [-0.1231, 0.0255, -0.0867], [-0.2565, -0.1624, -0.2458], [1.8143, 0.7711, -0.0785], [2.3103, -0.1023, -0.5365], [-0.0737, 1.5894, 1.8573], [-0.2703, -0.2833, -0.0897], [-1.9357, 0.7633, -1.2786], [1.0982, -0.2664, -0.0705], [0.0463, 0.0525, 0.1413], [-0.4554, 0.5294, -0.0635], [-0.8056, -0.4842, 2.3760], [0.0793, 0.2903, 0.5976], [0.1081, -0.1284, -0.6160], [-2.4528, -1.7345, -0.5877], [0.0784, 0.4993, -0.2444], [0.1315, -0.0169, -0.2651], [-0.1749, -0.2193, -0.2765], [-0.9657, -2.4321, -0.8225], [0.1322, -0.0310, 0.0867], [2.2729, 0.3640, -1.8270], [-0.1229, 0.2170, -0.1795], [0.1835, -0.3011, 0.2891], [0.0731, -0.2099, 0.3844], [0.1091, -0.1265, 0.0378], [-0.9326, -2.8650, -1.7580], [-0.1722, 0.0042, -0.0184], [-0.4153, -0.0508, -0.4636], [-1.9867, 1.0033, -1.4817], [-0.1460, -0.0489, 0.0266], [-3.4698, 0.8489, 0.1048], [2.5487, 0.7887, -1.8572], [-0.1215, 0.5760, -1.2813], [0.1032, -0.0860, 0.0509], [0.0553, -0.2356, 0.0242], [0.0684, -0.1223, 0.1068], [-0.4044, -0.4754, -0.3442], [0.1189, 0.0485, -0.1419], [-0.0861, 0.1104, 0.0641], [-0.1127, 0.4903, -0.2466], [-0.4870, 0.7642, 0.0229], [-0.4164, 0.1968, 0.1860], [0.0040, 0.1470, 0.1793], [0.4148, -0.0531, -0.4257], [0.0090, 0.1269, 0.2637], [0.2275, 0.0819, 0.1487]], "multiplicity": 2, "s2": 0.755, "lumo_energy_ha": [0.012, 0.003], "homo_ev": [-8.17, -8.17], "homo_lumo_gap_ev": [8.50, 8.26]}

=====

(2)
{"formula": "C6H5FS", "method": "the ωB97M-V functional and the def2-TZVPD basis", "elements": ["C", "F", "S", "C", "C", "H", "H", "H", "C", "H", "C", "H", "C"], "xyz": [[-1.0443, -0.3150, -0.4890], [2.7335, 0.8887, 0.5069], [-1.7705, -0.6861, 2.1405], [1.1353, 0.4478, -1.1750], [-0.1393, 0.0567, -1.4862], [-2.0544, -0.6046, -0.7682], [0.9756, 0.2143, 2.2205], [-0.4340, 0.0085, -2.5261], [1.4990, 0.5007, 0.1531], [1.8821, 0.6608, -1.9642], [0.6438, 0.1444, 1.1920], [-2.7798, -1.0400, 1.3445], [-0.6468, -0.2761, 0.8512]], "forces_ev_per_angstrom": [[0.3286, 0.2463, -0.2075], [0.2553, 0.0960, -0.2164], [0.0758, -0.0395, 0.3201], [1.4175, 0.2933, -0.5820], [-0.9039, -0.4798, 0.1549], [0.1924, -0.0025, 0.1309], [0.0125, -0.0344, -0.0757], [-0.0799, -0.0023, 0.0187], [-0.4019, -0.2875, 0.8830], [-0.5733, 0.0090, 0.6606], [-0.2518, 0.0291, -0.6787], [-0.0894, -0.0333, -0.0614], [0.0182, 0.2055, -0.3467]], "lumo_energy_ha": 0.029, "smiles": "Fc1cccc(S)c1", "homo_ev": -8.63, "homo_lumo_gap_ev": 9.42, "de_lowest_kcal_mol": 0.7}

=====

(3)
{"formula": "C25H37FeN2P2", "method": "the ωB97M-V functional and the def2-TZVPD basis", "elements": ["C", "H", "N", "C", "H", "C", "H", "H", "H", "H", "H", "H", "H", "H", "C", "C", "H", "C", "H", "H", "C", "C", "H", "C", "H", "H", "C", "H", "H", "C", "C", "C", "H", "H", "C", "N", "H", "C", "C", "H", "Fe", "H", "H", "H", "H", "H", "H", "H", "C", "H", "C", "H", "H", "C", "C", "C", "H", "H", "P", "C", "P", "C", "H", "H", "C", "H", "C"], "xyz": [[-0.7099, -2.9339, -2.7708], [-1.7260, -3.2538, -3.0327], [-0.5515, -0.6879, 1.0187], [1.1753, 4.6002, 1.0869], [-0.4491, -2.0992, -4.7615], [-2.7364, 0.7035, -1.8185], [-2.4999, -1.0641, 2.8331], [-0.8800, 4.3355, 2.9205], [0.9492, -3.6871, -1.5891], [4.6740, 2.3911, -0.1114], [-2.6644, -0.7767, -3.4082], [0.2480, -3.6935, -4.5287], [0.7360, 4.5367, 0.0919], [2.7262, -0.4253, 0.2072], [-2.6694, -1.5392, 1.8798], [1.4725, 0.7175, 3.7042], [3.4233, 2.0603, 1.9093], [3.0091, 1.6081, 1.0004], [3.3743, 1.7690, -1.1230], [-0.4968, 1.3624, -3.0109], [0.5205, -1.3530, 4.4736], [-0.0615, -3.9827, -1.8701], [-0.3767, 0.0770, -4.2480], [3.5925, 2.3257, -0.2120], [2.9206, 1.0166, -4.5758], [2.1090, 1.5697, 3.8892], [-1.7144, -1.3544, 0.8494], [1.0658, -2.2901, -3.8505], [-3.2566, 1.4827, -2.3715], [-1.0706, 0.6707, -3.6571], [1.2869, -0.2170, 4.7144], [0.8000, 3.3991, 1.9484], [-4.5306, -2.3961, 2.4547], [1.4177, 3.4119, 2.8545], [-2.0400, -1.8284, -0.4489], [2.5281, 0.7959, -3.6814], [3.2439, -0.3630, 1.9096], [-0.6724, 3.4335, 2.3479], [-3.8216, -2.2550, 1.6521], [-2.0289, 1.1864, -1.1231], [0.6051, 0.3831, -0.9109], [0.7988, 5.5075, 1.5563], [1.7580, -0.0755, 5.6734], [-1.6681, 1.2705, -4.3417], [-0.6462, -4.1386, -0.9641], [4.4007, -0.0009, 0.6381], [-3.4751, 0.1580, -1.2375], [-0.0010, -4.9321, -2.3980], [0.0426, -0.5653, 2.2276], [-1.3141, 3.4427, 1.4687], [0.0878, -2.7271, -4.0537], [3.2085, 3.3343, -0.3178], [2.2540, 4.7069, 0.9994], [-3.2101, -2.5358, -0.6599], [3.3621, 0.1172, 0.9410], [2.0840, 0.5664, -2.6411], [-4.9910, -3.3433, 0.2178], [-0.6158, -2.4517, 3.0418], [1.1387, 1.7597, 1.0990], [-1.9718, -0.2020, -2.7830], [-0.8834, -1.3614, -1.7808], [0.8713, 0.5629, 2.4670], [0.4036, -2.0973, 5.2455], [-0.9317, 2.5765, 2.9685], [-4.0886, -2.7794, 0.3911], [-3.4541, -2.8915, -1.6503], [-0.0804, -1.5371, 3.2510]], "forces_ev_per_angstrom": [[0.3777, 0.2462, 0.2695], [0.0709, 0.1645, 0.1206], [0.5441, 0.6217, -1.0528], [0.1116, -0.0758, 0.0410], [0.0391, 0.0539, -0.0870], [-0.0156, -0.1548, -0.0618], [-0.0382, -0.0354, 0.1246], [0.0044, 0.0514, 0.0166], [0.0879, -0.0037, 0.0184], [0.0772, -0.0324, -0.0570], [0.0879, -0.0028, 0.1061], [0.0304, -0.0247, -0.0503], [-0.0241, 0.0321, -0.0861], [0.2460, 0.0498, 0.1674], [0.2240, 0.1184, -0.0525], [-0.0402, 0.0854, -0.0787], [-0.0895, -0.1207, -0.0357], [-0.2949, -0.0053, -0.0772], [0.0934, 0.1092, 0.0142], [-0.0936, -0.0037, -0.2516], [0.0554, 0.0780, 0.0478], [-0.1521, 0.0125, 0.0287], [0.1249, 0.0688, -0.0602], [-0.0885, 0.0901, 0.1183], [0.1695, 0.0129, -0.2102], [0.0409, 0.1093, 0.0716], [-0.8649, -0.5210, -0.1293], [0.0836, 0.0155, -0.0027], [0.0371, 0.1328, -0.0144], [-0.0589, -0.2118, 0.0657], [-0.0457, -0.0420, -0.0939], [-0.3328, -0.1435, -0.4516], [-0.0451, 0.0189, 0.0321], [-0.0056, -0.2371, -0.1603], [0.5710, 0.1973, 0.1909], [-0.2714, -0.2489, 0.9669], [-0.0790, -0.1369, -0.0968], [0.0615, -0.1077, 0.0761], [-0.0485, -0.0222, -0.0254], [-0.1853, 0.0551, 0.0120], [-0.1693, -0.5533, 0.7862], [-0.0238, 0.0383, 0.0227], [0.0666, 0.0269, 0.1032], [0.0280, 0.1377, 0.0348], [0.0537, -0.0715, 0.0504], [0.0233, -0.0773, -0.1360], [0.0098, 0.0589, 0.0974], [0.0302, -0.0616, -0.0250], [0.4340, 0.1746, 1.0140], [-0.1000, 0.0007, -0.0852], [-0.1702, 0.0438, 0.0217], [-0.0039, 0.1438, -0.1215], [0.0268, 0.0448, -0.0865], [0.1713, 0.0394, -0.0017], [-0.0450, 0.1421, 0.1189], [-0.2003, 0.2080, -0.6265], [-0.1021, -0.0485, -0.0240], [-0.0310, -0.0271, 0.0336], [1.3125, 0.0894, 0.9276], [0.2801, -0.0716, 0.1548], [-1.4351, -0.1900, -0.8780], [-0.4360, -0.1403, -0.4407], [0.0219, -0.0961, 0.0546], [-0.1098, -0.0058, 0.0246], [0.0914, 0.0609, -0.0368], [-0.0418, -0.0818, -0.0674], [-0.0459, 0.0223, -0.2684]], "multiplicity": 6, "s2": 8.812, "total_charge": 2, "lumo_energy_ha": [-0.214, -0.286], "homo_ev": [-13.65, -14.49], "homo_lumo_gap_ev": [7.84, 6.71]}

=====

Sequential strongest force on any atom output: 0.125; 0.030; 0.033 hartree/bohr
Sequential electronic energy output: -3553.81809; -729.68244; -3030.18155 hartree